Run a
Density functional theory data (ωB97M-V/def2-TZVPD) for C10H10N2O2 in the gas phase.

The value obtained for the gap between HOMO and LUMO is 8.39 eV. As for the SMILES: Cc1nc2n(c1C)C(=C=O)CCC2=O. The value obtained for the LUMO energy is -0.04 eV.

Atoms and positions in Å:
C (-1.74, -0.34, 2.83)
C (-0.90, -0.04, 1.69)
N (0.37, 0.30, 1.95)
C (0.97, 0.30, 0.77)
N (0.02, -0.05, -0.18)
C (-1.15, -0.35, 0.39)
C (-2.48, -0.69, -0.32)
C (0.33, -0.03, -1.52)
C (-0.49, -0.36, -2.47)
O (-0.90, -0.68, -3.53)
C (1.66, 0.82, -1.80)
C (2.78, 0.32, -0.97)
C (2.41, 0.47, 0.51)
O (3.23, 0.55, 1.39)
H (-2.89, -0.27, 2.67)
H (-1.32, -1.22, 3.32)
H (-1.68, 0.57, 3.54)
H (-2.29, -1.38, -1.22)
H (-3.25, -1.15, 0.36)
H (-2.95, 0.20, -0.80)
H (1.97, 0.97, -2.92)
H (1.45, 1.75, -1.37)
H (3.67, 0.98, -1.15)
H (3.18, -0.67, -1.19)

How is the electron density shared among the atoms? According to Löwdin, the charges in e are:
1 C -0.06
2 C -0.37
3 N 0.20
4 C -0.18
5 N 0.02
6 C -0.18
7 C 0.00
8 C -0.14
9 C -0.13
10 O 0.18
11 C -0.09
12 C -0.13
13 C -0.33
14 O 0.11
15 H 0.10
16 H 0.09
17 H 0.10
18 H 0.09
19 H 0.09
20 H 0.10
21 H 0.16
22 H 0.10
23 H 0.14
24 H 0.13

---

Run b
Density functional theory data (ωB97M-V/def2-TZVPD) for 2 unconnected molecules or ions with the total composition C10H10N2O2.

The value obtained for the gap between HOMO and LUMO is 9.70 eV. As for the SMILES: O=c1cc[nH]c(=O)[nH]1.c1ccccc1. The value obtained for the LUMO energy is 0.40 eV.

Atoms and positions in Å:
O (1.65, -2.79, -0.33)
C (1.10, -1.92, -0.99)
C (1.71, -1.23, -2.10)
C (1.12, -0.45, -2.98)
N (-0.18, -0.32, -2.94)
C (-0.97, -0.93, -1.94)
O (-2.23, -0.79, -1.94)
N (-0.26, -1.52, -0.87)
H (2.86, -1.27, -1.95)
H (1.62, 0.08, -3.85)
H (-0.75, 0.30, -3.59)
H (-0.87, -1.75, -0.14)
C (0.47, 2.49, 1.57)
C (1.04, 1.62, 2.43)
C (0.35, 0.76, 3.38)
C (-1.03, 0.89, 3.25)
C (-1.68, 1.81, 2.42)
C (-0.96, 2.73, 1.59)
H (1.23, 2.87, 0.86)
H (2.08, 1.31, 2.50)
H (0.78, -0.16, 3.79)
H (-1.76, 0.29, 3.89)
H (-2.79, 1.80, 2.57)
H (-1.49, 3.42, 1.00)

How is the electron density shared among the atoms? According to Löwdin, the charges in e are:
1 O 0.07
2 C -0.45
3 C -0.03
4 C -0.16
5 N 0.09
6 C -0.40
7 O 0.02
8 N 0.21
9 H 0.15
10 H 0.16
11 H 0.20
12 H 0.14
13 C -0.11
14 C -0.13
15 C -0.07
16 C -0.15
17 C -0.10
18 C -0.04
19 H 0.11
20 H 0.10
21 H 0.11
22 H 0.12
23 H 0.11
24 H 0.07

---

Run c
Density functional theory data (ωB97M-V/def2-TZVPD) for C10H10N2O2 in the gas phase.

The value obtained for the gap between HOMO and LUMO (alpha / beta) is 6.51 / 8.30 eV. The value obtained for the LUMO energy (alpha / beta) is -0.45 / -0.32 eV.

Atoms and positions in Å:
C (1.86, -1.72, -0.95)
C (1.12, -0.63, -0.55)
C (1.74, -2.93, -0.24)
C (0.27, -2.02, 1.28)
C (0.16, -0.84, 0.51)
C (-1.45, 1.23, -1.85)
C (-2.02, 0.11, -1.55)
C (-0.66, 2.05, -0.87)
C (-0.82, 0.16, 0.81)
C (0.44, 2.05, 1.29)
N (1.10, -2.96, 0.95)
N (-0.64, 1.50, 0.46)
O (-0.25, 3.14, -1.12)
O (-1.98, -0.08, 1.42)
H (2.64, -1.71, -1.76)
H (1.30, 0.38, -0.87)
H (2.16, -3.80, -0.59)
H (-0.39, -2.32, 2.07)
H (-1.39, 1.81, -2.75)
H (-2.67, -0.67, -1.91)
H (0.28, 1.91, 2.34)
H (1.26, 1.52, 1.06)
H (0.46, 3.12, 1.19)
H (-2.51, 0.71, 1.62)

How is the electron density shared among the atoms? According to Löwdin, the charges in e are:
1 C -0.06
2 C -0.01
3 C -0.12
4 C -0.10
5 C -0.13
6 C -0.12
7 C 0.17
8 C -0.46
9 C -0.33
10 C -0.01
11 N 0.06
12 N -0.04
13 O 0.11
14 O 0.09
15 H 0.12
16 H 0.11
17 H 0.07
18 H 0.12
19 H 0.10
20 H 0.06
21 H 0.10
22 H 0.05
23 H 0.10
24 H 0.14

---

run b (1.307 eV below the next structure)

---

Run a
Density functional theory data (ωB97M-V/def2-TZVPD) for 2 unconnected molecules or ions with the total composition C2H4OS2.

The value obtained for the gap between HOMO and LUMO is 8.01 eV. As for the SMILES: OC=S.C=S. The value obtained for the LUMO energy is -0.34 eV.

Atoms and positions in Å:
O (-2.32, 1.04, 0.10)
C (-1.12, 0.46, 0.04)
S (-0.87, -1.18, 0.07)
H (-2.20, 1.85, -0.43)
H (-0.21, 1.08, -0.17)
C (1.58, -0.92, 0.06)
S (2.01, 0.66, 0.07)
H (1.61, -1.44, -0.79)
H (1.51, -1.55, 1.06)

How is the electron density shared among the atoms? According to Löwdin, the charges in e are:
1 O -0.01
2 C -0.66
3 S 0.81
4 H 0.12
5 H -0.02
6 C -0.77
7 S 0.54
8 H -0.07
9 H 0.05

---

Run b
Density functional theory data (ωB97M-V/def2-TZVPD) for 2 unconnected molecules or ions with the total composition C2H4OS2.

The value obtained for the gap between HOMO and LUMO is 8.47 eV. As for the SMILES: C#C.SOS. The value obtained for the LUMO energy is -0.64 eV.

Atoms and positions in Å:
C (-3.50, -0.39, 0.12)
C (-2.41, -0.39, -0.37)
H (-4.32, -0.67, 0.61)
H (-1.54, 0.03, -0.68)
S (3.68, -0.48, -0.23)
O (2.46, -0.28, 0.79)
S (1.02, 0.80, 0.64)
H (2.99, -0.63, -1.38)
H (1.63, 2.01, 0.52)

How is the electron density shared among the atoms? According to Löwdin, the charges in e are:
1 C 0.03
2 C 0.01
3 H -0.02
4 H -0.05
5 S 0.70
6 O -1.10
7 S 0.73
8 H -0.14
9 H -0.14

---

run a (2.372 eV below the next structure)

---

Run a
Density functional theory data (ωB97M-V/def2-TZVPD) for 2 unconnected molecules or ions with the total composition C2H4OS2.

The value obtained for the gap between HOMO and LUMO is 8.57 eV. As for the SMILES: O=CS.C=S. The value obtained for the LUMO energy is -0.30 eV.

Atoms and positions in Å:
O (1.63, 1.07, -0.60)
C (2.26, 0.46, 0.21)
S (3.25, -1.02, 0.11)
H (2.37, 0.77, 1.40)
H (3.40, -1.19, -1.27)
C (-3.29, 0.04, 0.05)
S (-2.41, -1.28, -0.05)
H (-3.46, 0.65, 0.92)
H (-3.75, 0.50, -0.77)

How is the electron density shared among the atoms? According to Löwdin, the charges in e are:
1 O -0.03
2 C -0.72
3 S 0.73
4 H 0.11
5 H -0.10
6 C -0.59
7 S 0.62
8 H 0.00
9 H -0.03

---

Run b
Density functional theory data (ωB97M-V/def2-TZVPD) for C2H4OS2 in the gas phase.

The value obtained for the gap between HOMO and LUMO (alpha / beta) is 8.05 / 7.70 eV. The value obtained for the LUMO energy (alpha / beta) is 0.39 / 0.31 eV.

Atoms and positions in Å:
C (-1.12, -0.49, -0.01)
C (1.38, -0.52, -0.11)
O (0.12, -0.09, -0.11)
S (-2.35, 0.71, -0.37)
S (2.64, 0.63, -0.27)
H (-1.51, -1.33, 0.59)
H (1.37, -1.40, 0.48)
H (-2.33, 1.16, 0.93)
H (1.81, 1.33, -1.14)

How is the electron density shared among the atoms? According to Löwdin, the charges in e are:
1 C -0.61
2 C -0.59
3 O -0.23
4 S 0.72
5 S 0.77
6 H 0.07
7 H 0.07
8 H -0.12
9 H -0.07

---

Run c
Density functional theory data (ωB97M-V/def2-TZVPD) for 2 unconnected molecules or ions with the total composition C2H4OS2.

The value obtained for the gap between HOMO and LUMO (alpha / beta) is 8.04 / 8.04 eV. The value obtained for the LUMO energy (alpha / beta) is -0.56 / -0.56 eV.

Atoms and positions in Å:
C (1.11, 0.08, 0.44)
C (-1.60, -0.52, -0.22)
O (3.12, 1.24, -0.24)
S (2.68, -0.05, 0.27)
S (-0.20, -1.03, 0.82)
H (0.69, 1.77, 0.13)
H (-2.40, 0.01, 0.31)
H (-2.10, -1.52, -0.36)
H (-1.29, 0.00, -1.15)

How is the electron density shared among the atoms? According to Löwdin, the charges in e are:
1 C -0.86
2 C -0.41
3 O -0.61
4 S 0.78
5 S 0.73
6 H 0.25
7 H 0.03
8 H 0.04
9 H 0.05

---

Run d
Density functional theory data (ωB97M-V/def2-TZVPD) for C2H4OS2 in the gas phase.

The value obtained for the gap between HOMO and LUMO is 10.27 eV. As for the SMILES: S[C@H]1O[C@@H]1S. The value obtained for the LUMO energy is 0.74 eV.

Atoms and positions in Å:
S (2.23, 0.28, 0.09)
C (0.60, -0.28, -0.56)
O (0.08, -1.30, 0.12)
C (-0.44, -0.03, 0.44)
S (-2.14, 0.36, -0.06)
H (1.86, 1.59, -0.08)
H (0.47, -0.32, -1.67)
H (-0.04, 0.50, 1.43)
H (-2.61, -0.80, 0.29)

How is the electron density shared among the atoms? According to Löwdin, the charges in e are:
1 S 0.74
2 C -0.72
3 O -0.09
4 C -0.70
5 S 0.77
6 H -0.11
7 H 0.13
8 H 0.14
9 H -0.16

---

run a (0.165 eV below the next structure)